1.
C10H13NO3 | ωB97M-V with the def2-TZVPD basis set

As for the structure (SMILES): CC(C)(C)N1C(=O)C[C@]12C=CC(=O)O2. For the HOMO energy, the calculation gives -9.47 eV. As for the relative energy (zero: lowest compared OMol25 entry of this formula, charge and spin): 70.8 kcal per mole.

Cartesian coordinates (Å):
C  -1.27  -0.76  -1.53
C  0.18  -0.97  -1.06
C  1.30  -0.18  -1.72
C  0.55  -2.50  -1.13
N  0.19  -0.53  0.44
C  0.60  -1.12  1.65
O  0.87  -2.26  1.86
C  0.50  0.25  2.49
C  0.01  0.98  1.21
C  -1.39  1.47  1.38
C  -1.39  2.68  0.89
C  -0.05  3.10  0.42
O  0.42  4.07  0.04
O  0.76  1.94  0.62
H  -1.84  -1.15  -0.63
H  -1.45  0.33  -1.65
H  -1.54  -1.38  -2.52
H  2.33  -0.80  -1.90
H  1.57  0.63  -1.13
H  0.89  0.11  -2.68
H  1.39  -2.73  -0.61
H  -0.30  -3.26  -0.90
H  0.69  -2.66  -2.22
H  -0.24  0.15  3.23
H  1.52  0.42  2.83
H  -2.17  0.79  1.58
H  -2.14  3.38  1.03

2.
C10H13O2 | ωB97M-V with the def2-TZVPD basis set

The total charge is -1. For the HOMO energy, the calculation gives -3.96 eV. As for the relative energy (zero: lowest compared OMol25 entry of this formula, charge and spin): 13.9 kcal per mole.

Cartesian coordinates (Å):
C  1.23  2.23  0.35
C  1.12  1.92  1.85
C  2.62  1.76  -0.26
O  2.89  0.53  -0.25
O  3.29  2.70  -0.73
H  0.42  1.76  -0.25
H  1.17  3.30  0.19
H  1.56  0.93  2.03
H  0.12  1.94  2.27
H  1.61  2.73  2.41
C  -1.72  -1.21  -2.59
C  0.45  -1.17  0.41
C  0.07  -1.35  -0.89
C  -0.46  -1.32  1.46
C  -1.32  -1.33  -1.16
C  -1.81  -1.47  1.22
C  -2.22  -1.41  -0.12
H  1.44  -0.84  0.74
H  0.85  -1.45  -1.63
H  0.02  -1.40  2.43
H  -2.54  -1.77  1.98
H  -1.26  -1.93  -3.28
H  -1.49  -0.27  -3.08
H  -3.29  -1.48  -0.35
H  -2.78  -1.41  -2.73

3.
C10H13O2 | ωB97M-V with the def2-TZVPD basis set

The total charge is -1. For the HOMO energy, the calculation gives -3.82 eV. As for the relative energy (zero: lowest compared OMol25 entry of this formula, charge and spin): 55.1 kcal per mole.

Cartesian coordinates (Å):
C  2.75  1.82  -0.02
C  2.76  1.36  1.52
O  1.88  0.64  2.07
O  3.77  1.69  2.06
H  3.59  1.51  -0.58
H  2.58  2.84  -0.11
H  1.72  1.42  -0.33
C  -1.02  -0.59  1.48
C  -1.51  0.94  1.61
C  -0.93  -0.98  0.04
C  0.03  -0.33  -0.74
C  -1.85  -1.88  -0.49
C  -0.10  -0.42  -2.14
C  -1.81  -2.08  -1.84
C  -0.94  -1.36  -2.65
H  -0.16  -0.74  2.10
H  -1.67  -1.30  1.98
H  -2.20  0.91  2.32
H  0.92  0.09  -0.31
H  -2.47  -2.43  0.12
H  0.60  0.28  -2.86
H  -2.26  -2.87  -2.38
H  -0.85  -1.59  -3.69
H  -2.10  1.34  0.77
H  -0.73  1.71  2.06

4.
C10H13O2 | ωB97M-V with the def2-TZVPD basis set

Its expectation value of S² is 0.7550. The spin multiplicity is 2. For the HOMO energy (alpha / beta), the calculation gives -8.98 / -8.98 eV. As for the relative energy (zero: lowest compared OMol25 entry of this formula, charge and spin): 49.1 kcal per mole.

Cartesian coordinates (Å):
C  1.54  -0.64  -1.13
C  -2.16  -1.32  -1.66
C  -2.24  -2.70  -1.81
C  -1.06  -0.59  -1.25
C  0.16  -1.27  -1.18
C  -1.02  -3.37  -1.50
C  0.14  -2.68  -1.29
H  -3.21  -0.78  -1.64
H  -3.12  -3.26  -1.90
H  -1.18  0.58  -1.14
H  -1.18  -4.42  -1.62
H  1.98  -0.90  -0.16
H  1.65  0.42  -1.26
H  1.17  -3.07  -1.39
H  2.03  -1.18  -1.98
C  0.72  1.73  2.63
C  -0.86  1.85  2.73
C  1.31  2.46  1.40
O  0.51  3.11  0.73
O  2.53  2.28  1.22
H  1.09  2.22  3.57
H  1.09  0.80  2.37
H  -1.21  0.99  1.96
H  -1.31  2.66  2.29
H  -1.26  1.89  3.77

5.
C10H13O3 | ωB97M-V with the def2-TZVPD basis set

Its expectation value of S² is 0.7914. The spin multiplicity is 2. For the HOMO energy (alpha / beta), the calculation gives -8.69 / -9.85 eV. As for the relative energy (zero: lowest compared OMol25 entry of this formula, charge and spin): 0.0 kcal per mole.

Cartesian coordinates (Å):
C  2.08  3.07  0.54
C  1.12  3.39  -0.62
C  1.83  1.66  1.02
O  2.59  0.73  0.93
O  0.72  1.62  1.77
H  3.07  3.16  0.08
H  2.01  3.73  1.41
H  1.40  2.76  -1.45
H  1.39  4.38  -0.98
H  0.08  3.51  -0.35
C  -1.65  -2.58  -3.05
C  -2.19  -1.46  0.51
C  -2.44  -1.84  -0.76
C  -0.87  -0.98  0.83
C  -1.41  -1.88  -1.75
C  0.13  -0.87  -0.20
C  -0.15  -1.32  -1.45
O  -0.60  -0.68  2.02
H  -2.91  -1.51  1.31
H  -3.34  -2.33  -1.11
H  0.44  0.70  1.93
H  1.12  -0.59  0.17
H  -0.69  -2.58  -3.58
H  -2.47  -2.19  -3.65
H  0.50  -1.25  -2.32
H  -1.82  -3.63  -2.85

6.
C10H13O3P | ωB97M-V with the def2-TZVPD basis set

As for the structure (SMILES): CCOC(=O)C1=PO[C@@H]2C=CC[C@@H]2C1. For the HOMO energy, the calculation gives -8.16 eV. As for the relative energy (zero: lowest compared OMol25 entry of this formula, charge and spin): 15.8 kcal per mole.

Cartesian coordinates (Å):
C  -3.82  -1.62  -1.47
C  -3.13  -0.72  -0.36
O  -1.87  -0.38  -0.84
C  -1.21  0.45  0.00
O  -1.67  0.92  1.06
C  0.13  0.87  -0.54
P  0.67  0.25  -2.05
O  2.24  0.53  -1.76
C  2.78  0.27  -0.46
C  2.29  -1.10  0.05
C  1.57  -1.00  1.13
C  1.86  0.35  1.85
C  2.25  1.22  0.70
C  0.93  1.88  0.24
H  -3.96  -1.03  -2.34
H  -3.13  -2.49  -1.64
H  -4.89  -1.81  -1.21
H  -3.19  -1.34  0.48
H  -3.53  0.24  0.05
H  3.81  0.32  -0.75
H  2.59  -2.10  -0.56
H  1.00  -1.78  1.70
H  2.71  0.36  2.54
H  1.05  0.61  2.58
H  2.96  2.06  0.97
H  0.35  2.31  1.14
H  1.22  2.72  -0.46

7.
C10H13O5 | ωB97M-V with the def2-TZVPD basis set

The total charge is +1. For the HOMO energy, the calculation gives -11.66 eV. As for the relative energy (zero: lowest compared OMol25 entry of this formula, charge and spin): 71.7 kcal per mole.

Cartesian coordinates (Å):
C  -0.71  -0.25  0.53
C  0.64  0.09  -1.41
C  0.23  -0.75  -0.37
C  -1.24  1.04  0.39
C  0.14  1.36  -1.59
C  -0.83  1.83  -0.69
C  -2.26  1.54  1.37
C  0.61  2.22  -2.72
C  0.81  -2.14  -0.31
C  1.93  -2.30  0.61
O  -1.23  -0.92  1.63
O  -1.34  3.06  -0.89
O  2.39  -3.46  0.84
O  0.52  -2.05  2.58
O  -0.71  -2.17  1.91
H  0.30  -2.10  3.53
H  1.37  -0.28  -2.11
H  -2.08  2.59  1.62
H  -3.26  1.44  0.96
H  -2.21  0.96  2.29
H  1.63  2.55  -2.54
H  0.60  1.67  -3.66
H  -0.02  3.10  -2.82
H  1.16  -2.43  -1.31
H  0.05  -2.90  -0.08
H  2.39  -1.41  1.05
H  -2.05  3.25  -0.27
H  3.15  -3.54  1.45

8.
C10H14BHgIN6 | ωB97M-V with the def2-TZVPD basis set

For the HOMO energy, the calculation gives -8.43 eV.

Cartesian coordinates (Å):
H  2.34  -0.95  -3.34
N  0.80  -0.16  -1.99
B  -1.46  0.26  -0.93
N  -0.56  0.07  -2.20
C  -0.82  -0.09  -3.53
Hg  1.70  -1.77  -0.62
H  -1.76  -0.01  -4.08
C  0.36  -0.48  -4.16
H  0.48  -0.78  -5.19
C  1.35  -0.52  -3.20
H  -2.56  0.39  -1.31
C  2.95  0.35  3.54
H  3.16  0.14  4.61
H  2.38  -0.46  3.05
H  2.36  1.27  3.43
N  -1.05  1.57  -0.17
N  -1.44  -0.88  0.14
N  0.18  1.62  0.43
N  -0.25  -1.27  0.71
C  -1.73  2.71  0.07
C  -2.45  -1.65  0.63
H  -2.76  2.84  -0.26
H  -3.51  -1.54  0.37
C  -0.91  3.55  0.82
C  -1.89  -2.60  1.49
C  0.29  2.82  1.00
C  -0.51  -2.34  1.52
H  -1.14  4.55  1.16
H  -2.38  -3.43  2.00
H  1.18  3.20  1.50
H  0.27  -3.01  1.90
H  3.91  0.35  2.95
I  3.48  -3.76  -0.35

9.
C10H14BrNO | ωB97M-V with the def2-TZVPD basis set

As for the structure (SMILES): C[C@@H]1C(Br)=C(C#N)OC(C)(C)[C@H]1C. For the HOMO energy, the calculation gives -8.91 eV. As for the relative energy (zero: lowest compared OMol25 entry of this formula, charge and spin): 0.0 kcal per mole.

Cartesian coordinates (Å):
C  1.58  -2.21  0.85
C  1.41  -0.85  0.02
C  2.59  0.03  0.09
Br  4.31  -0.77  -0.02
C  2.47  1.43  0.07
C  3.69  2.12  0.27
N  4.69  2.64  0.46
O  1.24  2.06  0.21
C  0.10  1.33  -0.15
C  -1.06  2.14  0.39
C  0.03  1.34  -1.71
C  0.10  -0.08  0.52
C  -1.08  -1.00  0.20
H  1.76  -1.86  1.85
H  2.42  -2.83  0.68
H  0.58  -2.73  0.84
H  1.27  -1.24  -0.95
H  -2.05  1.57  0.27
H  -1.10  3.25  0.18
H  -0.96  2.17  1.47
H  0.30  2.34  -1.92
H  -0.87  1.18  -2.16
H  0.79  0.77  -2.18
H  0.29  -0.04  1.65
H  -1.14  -1.58  -0.68
H  -2.16  -0.51  0.18
H  -1.16  -1.85  1.00

10.
C10H14Cl24N2O2 | ωB97M-V with the def2-TZVPD basis set

As for the structure (SMILES): ClC(Cl)Cl.ClC(Cl)Cl.ClC(Cl)Cl.ClC(Cl)Cl.ClC(Cl)Cl.ClC(Cl)Cl.ClC(Cl)Cl.ClC(Cl)Cl.NCOC(N)=O. For the HOMO energy, the calculation gives -9.69 eV. As for the relative energy (zero: lowest compared OMol25 entry of this formula, charge and spin): 0.0 kcal per mole.

Cartesian coordinates (Å):
Cl  -1.55  2.69  1.94
C  -1.88  1.49  0.69
Cl  -0.38  0.82  0.05
Cl  -2.94  0.22  1.33
H  -2.39  1.98  -0.12
Cl  0.32  0.61  -3.21
C  -1.27  1.02  -3.88
Cl  -2.16  2.10  -2.80
Cl  -1.09  1.75  -5.47
H  -1.84  0.10  -3.99
Cl  4.85  1.69  6.39
C  6.10  2.82  5.86
Cl  5.37  4.31  5.25
Cl  7.22  3.16  7.17
H  6.65  2.36  5.04
Cl  2.96  -0.19  -8.57
C  1.25  -0.56  -8.32
Cl  0.88  -0.69  -6.60
Cl  0.23  0.65  -9.08
H  1.05  -1.52  -8.78
Cl  1.75  -1.54  3.80
C  0.43  -2.47  3.06
Cl  -0.19  -3.67  4.20
Cl  -0.86  -1.39  2.52
H  0.83  -2.99  2.20
Cl  -5.37  0.24  -0.97
C  -4.88  -1.37  -1.51
Cl  -5.98  -1.99  -2.74
Cl  -3.22  -1.36  -2.11
H  -4.92  -2.04  -0.65
Cl  -0.86  -5.76  6.57
C  -2.52  -6.20  6.97
Cl  -3.14  -5.19  8.28
Cl  -3.56  -6.06  5.55
H  -2.54  -7.23  7.30
Cl  -2.96  -1.37  -6.00
C  -4.28  -2.33  -6.68
Cl  -4.88  -3.51  -5.51
Cl  -5.59  -1.28  -7.23
H  -3.90  -2.87  -7.53
N  2.24  4.07  0.01
C  1.92  2.88  0.73
O  3.03  1.99  0.97
C  3.86  2.43  1.93
N  3.43  2.44  3.29
O  4.95  2.78  1.64
H  2.67  4.78  0.59
H  2.80  3.89  -0.81
H  1.38  3.12  1.65
H  1.21  2.30  0.12
H  3.86  1.63  3.73
H  3.92  3.22  3.71

11.
C10H14ClN2O2S | ωB97M-V with the def2-TZVPD basis set

The total charge is -1. For the HOMO energy, the calculation gives -3.98 eV.

Cartesian coordinates (Å):
C  3.04  -0.73  0.15
C  1.87  -0.86  -0.99
C  1.13  -2.28  -0.78
C  -0.38  -2.33  -1.41
C  -1.48  -2.01  -0.29
C  -2.70  -3.05  -0.47
N  -3.56  -3.91  -0.52
C  -2.06  -0.53  -0.21
S  -1.47  0.69  -1.46
Cl  -3.92  -0.64  -0.30
C  -1.75  0.11  1.26
N  -1.53  0.53  2.38
H  3.92  -1.43  -0.03
H  3.47  0.35  0.15
H  2.61  -0.89  1.21
H  1.20  0.06  -0.83
H  2.42  -0.84  -2.01
H  1.72  -3.08  -1.38
H  1.13  -2.63  0.32
H  -0.48  -1.75  -2.40
H  -0.53  -3.45  -1.70
H  -1.00  -2.26  0.74
H  -2.30  1.81  -1.32
C  -0.27  3.94  1.90
C  0.58  4.45  0.74
O  0.91  3.58  -0.11
O  0.83  5.68  0.77
H  -0.45  2.87  1.82
H  0.25  4.13  2.85
H  -1.23  4.46  1.92

12.
C10H14F3N7O | ωB97M-V with the def2-TZVPD basis set

As for the structure (SMILES): CC(=O)N1CCN(c2nc(NN)nc(C(F)(F)F)n2)CC1. For the HOMO energy, the calculation gives -8.89 eV. As for the relative energy (zero: lowest compared OMol25 entry of this formula, charge and spin): 1.7 kcal per mole.

Cartesian coordinates (Å):
C  -2.10  -4.62  -1.92
C  -1.24  -4.44  -0.68
O  -0.36  -5.29  -0.54
N  -1.32  -3.40  0.19
C  -2.37  -2.36  0.11
C  -1.65  -1.00  -0.14
N  -0.59  -0.77  0.92
C  -0.14  0.54  1.18
N  0.79  0.68  2.09
C  1.18  1.92  2.25
N  2.08  2.11  3.28
N  2.13  3.38  4.02
N  0.66  2.97  1.66
C  -0.18  2.72  0.66
C  -0.59  3.88  -0.30
F  -0.47  5.11  0.28
F  0.22  3.79  -1.39
F  -1.90  3.70  -0.71
N  -0.59  1.49  0.40
C  0.38  -1.88  1.15
C  -0.31  -3.22  1.25
H  -1.95  -3.73  -2.54
H  -3.14  -4.67  -1.63
H  -1.87  -5.48  -2.51
H  -2.93  -2.33  1.02
H  -3.04  -2.51  -0.75
H  -1.15  -0.98  -1.12
H  -2.39  -0.20  -0.09
H  2.28  1.21  3.76
H  1.50  4.07  3.65
H  3.08  3.72  4.10
H  1.07  -1.92  0.31
H  1.02  -1.72  2.05
H  0.43  -4.00  1.24
H  -0.78  -3.33  2.22